{
  "formula": "C51H61IN3O3P",
  "method": "ωB97M-V with the def2-TZVPD basis set",
  "gap_ha": 0.3263,
  "homo_energy_ev": -8.736,
  "e_lumo_ev": 0.14,
  "spin_multiplicity": 1,
  "species": ["C", "N", "C", "P", "N", "I", "C", "C", "C", "C", "O", "C", "C", "O", "N", "C", "O", "H", "H", "H", "H", "H", "H", "H", "H", "H", "H", "H", "H", "H", "H", "H", "H", "H", "H", "H", "C", "C", "C", "C", "C", "C", "H", "H", "H", "H", "H", "H", "C", "C", "C", "C", "C", "C", "H", "H", "H", "H", "H", "H", "C", "C", "C", "C", "C", "C", "H", "H", "H", "H", "H", "H", "C", "C", "C", "C", "C", "C", "H", "H", "H", "H", "H", "H", "C", "C", "C", "C", "C", "C", "H", "H", "H", "H", "H", "H", "C", "C", "C", "C", "C", "C", "H", "H", "H", "H", "H", "H", "C", "C", "C", "C", "C", "C", "H", "H", "H", "H", "H", "H"],
  "xyz": [[1.2045, 0.6899, 1.5681], [0.0170, 1.4726, 1.9524], [-0.5890, 2.1053, 0.7744], [-2.1052, 1.0626, 0.2154], [-3.5875, 1.9387, -0.1069], [-2.8491, 0.8916, 2.6603], [-1.8683, -0.7829, 0.0775], [-3.1710, -1.6426, 0.1224], [-3.9813, -1.6500, -1.2365], [-5.2807, -0.7995, -1.1901], [-6.4386, -1.6149, -0.8382], [-7.3660, -0.7148, -0.2983], [-7.3402, -0.3798, 1.2222], [-8.1814, -0.1946, -0.9969], [-1.5681, 1.3225, -1.5079], [-2.4989, 1.4378, -2.2897], [-3.2807, 1.2983, -3.1408], [1.9533, 1.3061, 0.9982], [0.9529, -0.1687, 0.9035], [1.7436, 0.2730, 2.4492], [0.3388, 2.1978, 2.5944], [0.1011, 2.1229, -0.0967], [-0.9830, 3.1203, 1.0116], [-4.2622, 1.6744, 0.6173], [-3.4233, 2.9376, 0.0593], [-1.2016, -1.0936, 0.9195], [-1.2901, -0.9748, -0.8526], [-3.8256, -1.4236, 0.9974], [-2.8364, -2.6996, 0.2733], [-4.2987, -2.7108, -1.3945], [-3.3269, -1.3977, -2.1038], [-5.4048, -0.3242, -2.1937], [-5.2267, 0.0174, -0.4384], [-8.2916, 0.0713, 1.5562], [-6.4904, 0.2952, 1.4830], [-7.1785, -1.3400, 1.7640], [5.4669, 0.1376, 1.6629], [6.4288, -0.8628, 1.6087], [6.9291, -1.4112, 2.7834], [6.4600, -0.9654, 4.0127], [5.4948, 0.0329, 4.0674], [5.0014, 0.5874, 2.8934], [5.0793, 0.5678, 0.7467], [6.7899, -1.2156, 0.6499], [7.6841, -2.1871, 2.7404], [6.8468, -1.3964, 4.9286], [5.1273, 0.3796, 5.0264], [4.2524, 1.3701, 2.9364], [4.9327, 5.1718, 0.3436], [5.1556, 4.3242, 1.4216], [6.3742, 3.6701, 1.5519], [7.3740, 3.8710, 0.6087], [7.1526, 4.7213, -0.4674], [5.9308, 5.3686, -0.6025], [3.9810, 5.6796, 0.2405], [4.3777, 4.1726, 2.1615], [6.5452, 3.0041, 2.3888], [8.3260, 3.3643, 0.7128], [7.9331, 4.8792, -1.2023], [5.7567, 6.0276, -1.4446], [1.7354, -0.0070, 6.7140], [1.0549, 0.9095, 7.5055], [-0.1405, 1.4601, 7.0602], [-0.6609, 1.0872, 5.8265], [0.0171, 0.1681, 5.0359], [1.2179, -0.3760, 5.4782], [2.6694, -0.4342, 7.0601], [1.4569, 1.1955, 8.4704], [-0.6678, 2.1798, 7.6752], [-1.5953, 1.5131, 5.4810], [-0.3891, -0.1229, 4.0753], [1.7505, -1.0895, 4.8594], [-1.7427, 0.4867, -5.6722], [-1.6100, -0.6136, -6.5107], [-0.8325, -0.5240, -7.6586], [-0.1794, 0.6637, -7.9638], [-0.3085, 1.7626, -7.1239], [-1.0932, 1.6752, -5.9806], [-2.3512, 0.4215, -4.7773], [-2.1144, -1.5420, -6.2694], [-0.7348, -1.3801, -8.3155], [0.4307, 0.7324, -8.8566], [0.2026, 2.6885, -7.3610], [-1.1977, 2.5342, -5.3277], [-4.6768, -7.3715, 1.7737], [-5.5068, -7.0495, 0.7070], [-5.6662, -5.7233, 0.3257], [-4.9878, -4.7199, 1.0059], [-4.1551, -5.0419, 2.0705], [-4.0026, -6.3674, 2.4572], [-4.5553, -8.4058, 2.0727], [-6.0306, -7.8332, 0.1726], [-6.3184, -5.4710, -0.5020], [-5.1096, -3.6855, 0.7054], [-3.6250, -4.2582, 2.6001], [-3.3575, -6.6181, 3.2907], [-5.1016, 4.9209, -3.7643], [-4.1705, 4.1554, -4.4557], [-3.4984, 4.6972, -5.5451], [-3.7507, 6.0066, -5.9361], [-4.6788, 6.7723, -5.2418], [-5.3574, 6.2285, -4.1585], [-5.6287, 4.4975, -2.9171], [-3.9707, 3.1369, -4.1458], [-2.7779, 4.0989, -6.0894], [-3.2234, 6.4301, -6.7828], [-4.8742, 7.7938, -5.5462], [-6.0854, 6.8242, -3.6207], [6.3686, -4.6223, -0.9555], [7.3308, -5.6231, -1.0101], [7.8305, -6.1715, 0.1640], [7.3611, -5.7255, 1.3935], [6.3967, -4.7273, 1.4479], [5.9032, -4.1726, 0.2738], [5.9813, -4.1924, -1.8717], [7.6919, -5.9754, -1.9690], [8.5854, -6.9475, 0.1214], [7.7476, -6.1566, 2.3094], [6.0296, -4.3804, 2.4068], [5.1548, -3.3902, 0.3167]],
  "forces_ev_per_angstrom": [[0.897, -0.201, -0.365], [1.205, 0.618, -0.778], [-0.248, -0.883, 0.527], [1.188, 1.305, -0.579], [-0.013, -0.604, 0.560], [-0.754, -0.321, 1.023], [-0.110, -0.439, 0.418], [0.222, -0.837, -0.776], [-0.346, -0.546, 0.961], [0.774, 0.240, -0.753], [0.355, 1.099, 0.765], [-0.722, 0.535, 0.547], [0.785, -1.132, -0.130], [0.004, -0.208, -0.298], [-1.033, 0.725, -0.094], [1.163, -1.558, -0.213], [-0.603, 0.748, 0.027], [-0.487, -0.424, 0.376], [-0.084, 0.583, 0.485], [-0.616, 0.346, -0.436], [-0.355, -0.294, -0.019], [-0.522, 0.163, 0.495], [0.208, -0.711, -0.239], [0.195, 0.205, -0.275], [0.163, -0.279, -0.299], [-0.625, 0.553, -0.370], [-0.576, 0.212, 0.454], [0.502, 0.131, -0.650], [-0.079, 0.823, 0.034], [0.114, 0.826, -0.070], [-0.536, 0.083, 0.665], [-0.385, -0.348, 0.769], [0.294, -0.451, -0.530], [0.543, -0.201, -0.511], [-0.573, -0.497, -0.257], [-0.044, 0.704, -0.177], [-0.041, -0.020, 0.030], [0.001, 0.031, -0.015], [-0.009, 0.022, 0.041], [0.003, -0.004, -0.043], [-0.022, 0.015, 0.022], [-0.010, -0.070, -0.016], [0.034, 0.016, 0.031], [0.004, 0.007, 0.042], [-0.032, 0.018, -0.021], [-0.008, 0.023, -0.027], [0.008, -0.003, -0.037], [0.018, -0.018, 0.002], [0.006, -0.018, -0.006], [0.007, -0.022, -0.036], [0.022, 0.023, 0.027], [-0.031, 0.019, -0.013], [-0.015, -0.014, 0.004], [0.003, -0.009, 0.022], [0.034, -0.010, 0.002], [0.028, 0.009, -0.015], [0.001, 0.020, -0.032], [-0.035, 0.012, -0.001], [-0.032, -0.009, 0.023], [0.008, -0.015, 0.030], [0.013, 0.009, -0.027], [0.003, 0.017, 0.001], [0.025, -0.032, -0.038], [0.043, 0.025, 0.062], [0.105, -0.084, 0.022], [-0.024, 0.059, 0.035], [-0.032, 0.008, -0.004], [-0.011, -0.007, -0.036], [0.011, -0.032, -0.011], [0.033, -0.031, -0.012], [-0.018, 0.055, 0.041], [-0.015, 0.002, 0.029], [-0.010, -0.114, 0.028], [0.041, 0.048, -0.040], [0.004, 0.011, 0.023], [-0.019, -0.011, 0.016], [-0.006, 0.017, -0.001], [0.019, -0.048, -0.018], [0.127, -0.052, -0.316], [0.006, 0.037, -0.016], [0.005, 0.027, 0.022], [-0.023, 0.002, 0.028], [-0.021, -0.032, 0.003], [0.021, -0.033, 0.008], [0.000, 0.033, -0.005], [0.008, 0.007, 0.017], [0.010, -0.008, -0.013], [0.020, 0.015, 0.010], [0.004, 0.001, -0.009], [-0.003, -0.007, -0.024], [-0.005, 0.035, -0.010], [0.012, 0.030, 0.025], [0.025, 0.007, 0.025], [-0.063, -0.036, 0.008], [-0.029, -0.023, -0.005], [-0.017, 0.008, -0.028], [0.033, 0.054, -0.024], [0.016, -0.028, -0.014], [-0.030, 0.086, 0.033], [0.001, -0.024, 0.023], [-0.002, -0.001, -0.006], [0.023, -0.017, 0.013], [0.005, -0.004, -0.039], [-0.068, 0.129, -0.090], [-0.044, 0.007, -0.003], [-0.024, -0.012, 0.023], [-0.001, -0.040, 0.007], [0.023, -0.013, -0.019], [0.006, 0.000, 0.031], [0.012, 0.008, 0.006], [-0.021, 0.015, 0.005], [-0.002, 0.014, -0.032], [0.008, -0.016, 0.015], [0.000, -0.032, -0.031], [0.011, -0.019, 0.028], [-0.007, 0.018, 0.035], [-0.031, 0.018, -0.001], [-0.015, 0.013, -0.029], [0.007, 0.004, -0.043], [0.018, -0.028, 0.018]]
}